Entry 1:
The following is a DFT calculation (ωB97M-V/def2-TZVPD) of a molecular structure, C17H41O18P3Pb at a distorted geometry.

```
80
Properties=species:S:1:pos:R:3
Pb -13.907 14.526 -16.820
C -14.918 13.873 -21.159
C -14.484 14.202 -19.733
O -13.410 13.707 -19.317
O -15.239 14.950 -19.056
H -15.598 13.027 -21.216
H -14.035 13.748 -21.788
H -15.443 14.734 -21.586
C -14.388 16.621 -12.820
C -14.359 15.967 -14.184
O -13.898 14.792 -14.283
O -14.804 16.621 -15.156
H -14.492 15.903 -12.008
H -15.213 17.333 -12.780
H -13.454 17.160 -12.648
C -16.432 10.386 -15.030
O -15.057 10.147 -14.724
P -13.971 10.825 -15.660
O -14.311 12.198 -16.044
O -12.665 10.659 -14.851
C -12.491 11.299 -13.583
O -13.716 9.868 -16.867
C -14.556 9.911 -18.037
H -16.915 9.443 -15.300
H -16.595 11.107 -15.830
H -16.941 10.733 -14.131
H -11.644 11.973 -13.654
H -12.332 10.525 -12.832
H -13.375 11.859 -13.273
H -14.971 8.918 -18.189
H -13.919 10.157 -18.885
H -15.344 10.656 -17.955
C -8.177 13.868 -14.180
O -9.548 13.641 -14.572
P -10.004 13.797 -16.048
O -11.447 13.785 -16.259
O -9.254 15.068 -16.550
C -9.299 15.371 -17.969
O -9.260 12.641 -16.854
C -9.727 11.289 -16.722
H -8.177 14.594 -13.372
H -7.587 14.268 -15.001
H -7.788 12.908 -13.852
H -9.608 16.407 -18.068
H -10.013 14.732 -18.484
H -8.294 15.237 -18.363
H -8.866 10.666 -16.949
H -10.582 11.111 -17.367
H -10.026 11.068 -15.693
C -13.775 17.413 -20.472
O -13.558 18.315 -19.359
P -12.432 17.958 -18.319
O -12.568 16.646 -17.695
O -12.444 19.190 -17.343
C -12.945 19.069 -16.000
O -11.073 18.136 -19.122
C -10.599 19.432 -19.443
H -14.792 17.036 -20.414
H -13.131 16.532 -20.392
H -13.564 17.967 -21.380
H -14.025 19.053 -15.967
H -12.525 19.905 -15.440
H -12.522 18.178 -15.538
H -11.424 20.112 -19.659
H -9.989 19.350 -20.343
H -9.967 19.847 -18.659
O -16.469 14.191 -16.260
C -17.429 14.242 -15.531
O -18.619 13.777 -15.921
C -18.686 13.397 -17.313
C -18.715 14.601 -18.232
C -17.458 14.802 -14.146
H -19.619 12.841 -17.368
H -17.859 12.735 -17.569
H -18.317 14.318 -19.207
H -18.131 15.457 -17.901
H -19.739 14.963 -18.361
H -16.900 14.139 -13.481
H -18.475 14.866 -13.770
H -16.980 15.779 -14.143
```

Computed properties:
DFT total energy   -3243.990813 hartree
LUMO level   0.7 eV
HOMO-LUMO gap   0.2994 hartree
Maximum force   1.3 eV Å⁻¹

Atom charges from the Mulliken analysis, given in e for atoms 1 to 5:
1 Pb 1.810
2 C -1.382
3 C 0.919
4 O -0.811
5 O -0.746

---

Entry 2:
The following is a DFT calculation (ωB97M-V/def2-TZVPD) of C2H5N3O2 in the gas phase at a distorted geometry.

```
12
Properties=species:S:1:pos:R:3
C 0.733 -0.472 -0.173
C -1.356 0.969 -0.303
H 1.613 -1.469 2.494
H 1.419 -0.951 -0.894
H 0.413 1.387 -2.297
H -1.857 1.583 -1.133
H -1.273 0.414 1.543
N 0.575 -0.736 1.101
N -0.163 0.416 -0.758
N -1.844 0.921 0.830
O 1.688 -1.552 1.498
O -0.007 0.532 -2.131
```

Computed properties:
DFT total energy   -393.815816 hartree
LUMO level   0.6 eV
HOMO-LUMO gap   0.3477 hartree
SMILES   [H]/N=C\N(O)/C=N/O
Maximum force   2.9 eV Å⁻¹

Atom charges from the natural (NBO) analysis, given in e for atoms 1 to 5:
1 C 0.193
2 C 0.254
3 H 0.478
4 H 0.215
5 H 0.471

---

Entry 3:
The following is a DFT calculation (ωB97M-V/def2-TZVPD) of 2 unconnected molecules or ions with the total composition C4H14NOS2 at a distorted geometry.

```
22
Properties=species:S:1:pos:R:3
N 0.669 -0.413 -1.305
C 1.245 -0.962 0.038
C 2.803 -1.080 -0.151
C 0.834 0.026 1.112
S -0.882 -0.344 1.451
S -2.103 1.150 0.897
C -3.014 1.850 2.331
H 1.193 -0.813 -2.125
H -0.396 -0.584 -1.364
H 0.857 0.618 -1.342
H 0.883 -2.003 0.145
H 3.212 -1.495 0.848
H 3.386 -0.200 -0.290
H 3.080 -1.795 -0.835
H 1.476 -0.205 1.936
H 0.986 1.104 0.933
H -3.653 2.731 2.120
H -2.256 2.192 3.117
H -3.589 1.072 2.901
H -2.141 0.309 -3.627
H -1.039 -0.854 -3.662
O -1.551 -0.304 -3.129
```

Computed properties:
DFT total energy   -1086.906441 hartree
LUMO level   -3.3 eV
HOMO-LUMO gap   0.3197 hartree
Charge   +1
Maximum force   4.2 eV Å⁻¹

Atom charges from the natural (NBO) analysis, given in e for atoms 1 to 5:
1 N -0.728
2 C -0.036
3 C -0.651
4 C -0.605
5 S 0.108

---

Entry 4:
The following is a DFT calculation (ωB97M-V/def2-TZVPD) of C18H19N3O3 in the gas phase at a distorted geometry.

```
43
Properties=species:S:1:pos:R:3
C 3.107 6.978 5.146
C 3.635 5.605 5.545
C 2.849 4.452 4.921
H 3.198 3.510 5.349
H 1.790 4.555 5.167
C 3.007 4.387 3.397
C 2.351 3.221 2.855
C 1.790 2.236 2.449
C 1.147 1.091 1.954
C 0.310 0.205 2.601
C -0.049 -0.755 1.645
C 0.590 -0.399 0.476
C 0.599 -1.001 -0.856
O 1.216 -0.572 -1.817
N -0.097 -2.176 -0.944
H -0.874 -2.422 -0.342
N -0.238 -2.736 -2.221
C -1.510 -3.173 -2.554
O -2.367 -3.290 -1.702
N -1.613 -3.513 -3.871
C -2.692 -4.105 -4.537
C -2.536 -4.398 -5.890
C -3.568 -4.978 -6.602
C -4.766 -5.274 -5.974
C -4.922 -4.983 -4.630
C -3.896 -4.401 -3.907
H -4.020 -4.177 -2.862
H -5.854 -5.211 -4.133
H -5.572 -5.728 -6.531
H -3.434 -5.201 -7.650
H -1.600 -4.169 -6.382
H -0.790 -3.372 -4.441
H 0.346 -2.217 -2.876
O 1.312 0.723 0.674
H -0.691 -1.598 1.801
H 0.004 0.253 3.627
H 2.576 5.277 2.933
H 4.070 4.347 3.137
H 3.580 5.508 6.632
H 4.687 5.523 5.261
H 3.636 7.757 5.692
H 2.047 7.060 5.376
H 3.245 7.161 4.084
```

Computed properties:
DFT total energy   -1087.246209 hartree
LUMO level   0.4 eV
HOMO-LUMO gap   0.3170 hartree
SMILES   CCCCC#Cc1ccc(C(=O)NNC(=O)Nc2ccccc2)o1
Maximum force   1.4 eV Å⁻¹

Atom charges from the natural (NBO) analysis, given in e for atoms 1 to 5:
1 C -0.609
2 C -0.392
3 C -0.373
4 H 0.209
5 H 0.202

---

Entry 5:
The following is a DFT calculation (ωB97M-V/def2-TZVPD) of 11 unconnected molecules or ions with the total composition C46H69F12N13O15S4 at a distorted geometry.

```
159
Properties=species:S:1:pos:R:3
C -3.158 0.833 0.114
N -3.324 0.526 -1.295
C -4.235 1.234 -1.942
C -4.424 0.999 -3.290
C -3.677 0.010 -3.950
C -2.789 -0.744 -3.199
C -2.636 -0.469 -1.830
C -3.835 0.122 -5.438
C -3.703 1.317 -6.105
C -3.782 1.408 -7.508
N -4.133 0.308 -8.238
C -4.304 -0.863 -7.612
C -4.222 -0.966 -6.230
C -4.071 0.332 -9.683
H -2.184 1.271 0.324
H -3.296 -0.088 0.690
H -3.960 1.555 0.336
H -4.749 2.050 -1.385
H -5.155 1.592 -3.807
H -2.148 -1.567 -3.505
H -1.810 -0.898 -1.222
H -3.429 2.276 -5.576
H -3.678 2.318 -8.045
H -4.460 -1.781 -8.158
H -4.459 -1.933 -5.771
H -3.059 0.682 -9.859
H -4.733 1.099 -10.087
H -4.116 -0.677 -10.044
C -1.774 8.170 2.679
C -2.427 7.081 1.817
N -2.159 5.706 2.488
C -3.114 4.920 3.051
C -2.506 3.816 3.481
N -1.152 3.927 3.158
C -0.944 5.131 2.592
C -0.090 3.062 3.696
H -1.924 8.009 3.767
H -2.164 9.118 2.339
H -0.677 8.215 2.662
H -1.945 7.062 0.829
H -3.511 7.271 1.713
H -4.156 5.207 3.023
H -2.908 2.918 3.859
H 0.025 5.548 2.339
H 0.925 3.474 3.463
H -0.255 2.079 3.276
H -0.125 2.967 4.782
C 5.745 3.262 -7.931
C 4.572 2.316 -7.750
N 4.120 2.443 -6.350
C 3.176 3.200 -5.758
C 3.349 3.181 -4.424
N 4.488 2.449 -4.185
C 4.999 2.083 -5.357
C 5.084 2.036 -2.934
H 6.139 3.245 -8.934
H 6.570 2.866 -7.327
H 5.517 4.295 -7.676
H 4.847 1.298 -8.027
H 3.666 2.527 -8.301
H 2.409 3.637 -6.376
H 2.735 3.652 -3.646
H 5.826 1.363 -5.457
H 5.816 1.241 -3.077
H 4.316 1.613 -2.317
H 5.594 2.900 -2.492
C -7.455 -3.461 3.508
C -6.305 -2.583 3.912
N -5.063 -3.398 4.069
C -4.517 -4.176 3.132
C -3.297 -4.502 3.626
N -3.188 -4.082 4.888
C -4.239 -3.326 5.157
C -1.966 -4.096 5.754
H -8.323 -2.819 3.437
H -7.587 -4.207 4.333
H -7.297 -4.064 2.606
H -6.460 -1.973 4.820
H -6.061 -1.872 3.166
H -5.044 -4.442 2.231
H -2.437 -4.865 3.134
H -4.448 -2.765 6.072
H -1.109 -3.731 5.158
H -1.784 -5.083 6.150
H -2.108 -3.455 6.557
C 4.912 -6.336 1.403
C 5.781 -5.505 0.479
N 6.046 -4.175 1.080
C 5.089 -3.093 1.174
C 5.756 -2.091 1.772
N 7.083 -2.473 1.896
C 7.219 -3.725 1.499
C 8.175 -1.533 2.223
H 5.418 -6.364 2.373
H 4.915 -7.364 0.977
H 3.889 -5.980 1.474
H 5.148 -5.421 -0.420
H 6.767 -5.959 0.291
H 4.084 -3.289 0.882
H 5.508 -1.140 2.273
H 8.183 -4.213 1.458
H 9.125 -1.947 1.853
H 8.201 -1.468 3.324
H 7.965 -0.585 1.766
C 1.508 -0.912 -1.585
C 1.913 -1.469 -0.264
N 1.090 -1.048 0.880
C 1.446 -0.320 1.992
C 0.372 -0.302 2.842
N -0.653 -1.025 2.248
C -0.199 -1.492 1.061
C -1.882 -1.392 2.970
H 2.101 -1.416 -2.311
H 1.518 0.178 -1.724
H 0.466 -1.171 -1.850
H 2.957 -1.190 -0.100
H 1.814 -2.601 -0.304
H 2.356 0.220 2.104
H 0.234 0.044 3.871
H -0.777 -2.155 0.394
H -1.744 -1.732 3.996
H -2.349 -2.196 2.407
H -2.624 -0.571 2.914
C 0.953 -6.037 2.850
F 0.757 -5.789 4.134
F 2.144 -6.587 2.715
F 0.127 -6.998 2.408
S 0.624 -4.496 1.831
O 1.182 -4.884 0.506
O -0.821 -4.373 2.012
O 1.379 -3.410 2.473
C 5.612 1.760 0.036
F 4.371 1.328 -0.146
F 6.356 0.897 -0.696
F 5.628 2.983 -0.532
S 6.155 1.847 1.820
O 5.762 3.223 2.083
O 5.305 0.801 2.418
O 7.563 1.541 1.585
C 0.638 3.230 -1.248
F 1.589 4.118 -0.959
F 1.218 2.315 -2.029
F 0.355 2.559 -0.129
S -0.872 3.929 -1.983
O -1.123 5.062 -1.101
O -0.400 4.234 -3.307
O -1.812 2.828 -1.764
C -4.383 1.603 6.601
F -4.372 2.933 6.682
F -3.813 1.036 7.689
F -5.657 1.230 6.624
S -3.658 0.860 5.023
O -2.231 1.233 4.954
O -3.956 -0.567 5.300
O -4.542 1.526 4.049
N -3.186 -2.750 -0.825
O -2.073 -3.203 -1.141
O -4.157 -3.043 -1.539
O -3.342 -2.062 0.193
```

Computed properties:
DFT total energy   -6425.159396 hartree
LUMO level   -6.0 eV
HOMO-LUMO gap   0.2198 hartree
Charge   +2
Maximum force   4.1 eV Å⁻¹

Atom charges from the Mulliken analysis, given in e for atoms 1 to 5:
1 C -0.503
2 N 0.584
3 C -0.333
4 C -1.033
5 C 0.676

---

Entry 6:
The following is a DFT calculation (ωB97M-V/def2-TZVPD) of 2 unconnected molecules or ions with the total composition C4H5N3 at a distorted geometry.

```
12
Properties=species:S:1:pos:R:3
N -2.113 0.582 2.136
C -2.439 0.937 3.206
C 0.551 0.511 0.023
C 1.606 -0.014 -0.896
N 0.920 -1.041 -1.655
C -0.271 -1.042 -1.196
N -0.560 -0.109 -0.156
H 0.660 1.297 0.767
H 2.015 0.756 -1.561
H 2.452 -0.443 -0.344
H -1.056 -1.703 -1.551
H -1.765 0.270 1.226
```

Computed properties:
DFT total energy   -319.624926 hartree
LUMO level   0.0 eV
HOMO-LUMO gap   0.4013 hartree
Maximum force   1.2 eV Å⁻¹

Atom charges from the natural (NBO) analysis, given in e for atoms 1 to 5:
1 N -0.755
2 C 0.256
3 C 0.145
4 C -0.361
5 N -0.382

---

Entry 7:
The following is a DFT calculation (ωB97M-V/def2-TZVPD) of a molecular structure, C30H35N6O2PtTe at a distorted geometry.

```
75
Properties=species:S:1:pos:R:3
Pt 0.349 -0.990 0.303
N -0.951 0.158 1.948
C -2.149 -0.639 2.220
C -3.339 0.149 2.733
C -3.798 1.175 1.701
C -5.309 1.293 1.628
N -5.920 -0.018 1.391
C -5.725 -0.736 0.292
N -6.094 -2.017 0.258
N -5.281 -0.157 -0.826
C -2.570 -1.436 0.957
O -3.755 -1.766 0.855
O -1.665 -1.738 0.112
H -0.449 0.413 2.791
H -1.160 1.013 1.438
H -1.861 -1.392 2.960
H -3.114 0.626 3.690
H -4.127 -0.582 2.909
H -3.418 0.893 0.714
H -3.395 2.169 1.912
H -5.621 1.995 0.851
H -5.725 1.670 2.560
H -6.291 -0.508 2.187
H -6.179 -2.506 1.133
H -5.761 -2.583 -0.504
H -4.908 0.774 -0.781
H -4.878 -0.745 -1.539
C 2.726 -1.743 -1.662
N 1.400 -2.311 -1.424
C 0.589 -2.302 -2.641
C 1.489 -3.647 -0.832
C 1.769 -3.572 0.649
C 2.242 -4.678 1.345
C 2.425 -4.616 2.719
C 2.141 -3.446 3.414
C 1.684 -2.332 2.724
C 1.461 -2.403 1.348
H 3.258 -2.314 -2.433
H 3.301 -1.767 -0.737
H 2.621 -0.708 -1.984
H 0.972 -3.019 -3.377
H 0.610 -1.302 -3.069
H -0.442 -2.553 -2.393
H 2.257 -4.243 -1.342
H 0.531 -4.148 -0.990
H 2.467 -5.594 0.811
H 2.801 -5.481 3.249
H 2.295 -3.396 4.484
H 1.496 -1.413 3.269
N -1.075 6.581 -6.159
C -0.873 5.720 -5.426
C -0.628 4.639 -4.504
C -0.631 3.323 -4.959
C -0.414 2.287 -4.070
C -0.189 2.548 -2.715
C -0.180 3.873 -2.273
C -0.398 4.912 -3.158
C 0.021 1.469 -1.790
C 0.175 0.561 -0.998
H -0.804 3.120 -6.007
H -0.418 1.263 -4.418
H 0.006 4.079 -1.228
H -0.387 5.938 -2.816
Te 2.468 0.933 1.346
C 4.483 1.473 1.322
C 5.449 0.617 0.793
C 6.777 1.012 0.768
C 7.141 2.260 1.258
C 6.181 3.114 1.784
C 4.850 2.724 1.822
H 5.165 -0.353 0.406
H 7.529 0.348 0.362
H 8.178 2.567 1.230
H 6.468 4.083 2.169
H 4.103 3.386 2.240
```

Computed properties:
DFT total energy   -2030.161708 hartree
LUMO level (spin up / spin down)   -2.1 / -4.4 eV
HOMO-LUMO gap (spin up / spin down)   0.2570 / 0.2120 hartree
Charge   +1
Maximum force   1.3 eV Å⁻¹
Multiplicity   5

Atom charges from the Mulliken analysis, given in e for atoms 1 to 5:
1 Pt 1.878
2 N -0.517
3 C -0.263
4 C -0.781
5 C -0.066

---

Entry 8:
The following is a DFT calculation (ωB97M-V/def2-TZVPD) of a molecular structure, C23H15BrCl3N3O10PtS3 at a distorted geometry.

```
59
Properties=species:S:1:pos:R:3
Pt -2.646 -3.376 2.382
C -1.998 -2.278 3.676
O 0.135 0.233 0.435
C 0.575 0.581 -0.793
C 1.388 -0.220 -1.575
C 1.754 0.225 -2.838
Br 2.856 -0.890 -3.915
C 1.348 1.440 -3.331
C 0.547 2.266 -2.534
C 0.162 1.837 -1.264
O -0.631 2.624 -0.499
C 0.147 3.569 -3.082
N 0.457 3.999 -4.284
C -0.108 5.253 -4.373
C -0.100 6.170 -5.423
C -0.756 7.375 -5.244
C -1.415 7.677 -4.043
C -1.436 6.781 -2.989
C -0.775 5.572 -3.176
N -0.595 4.475 -2.373
H 0.463 -0.672 0.672
H -2.072 -2.252 4.760
H -2.878 1.695 3.008
H 1.740 -1.165 -1.181
H 1.635 1.784 -4.313
H -0.695 2.331 0.434
H 0.411 5.934 -6.347
H -0.762 8.104 -6.046
H -1.916 8.631 -3.939
H -1.942 7.012 -2.061
H -0.906 4.299 -1.429
Cl -0.578 1.512 6.490
C -0.301 1.946 4.704
Cl -1.434 -0.899 2.924
Cl 0.793 3.450 4.787
C -1.969 2.311 3.093
O -1.610 2.475 4.355
O -1.434 2.778 2.120
O -4.332 -3.968 1.152
S -5.077 -4.848 2.155
O -5.996 -4.095 2.957
O -5.557 -6.065 1.573
S -3.340 -5.261 3.347
O 5.101 -3.238 1.920
S 4.160 -3.455 0.850
O 4.712 -3.669 -0.465
N 2.995 -2.333 0.833
C 1.807 -2.843 1.139
O 0.727 -2.230 1.214
C 1.838 -4.332 1.393
C 0.775 -5.160 1.692
C 1.025 -6.514 1.875
C 2.321 -7.014 1.757
C 3.388 -6.176 1.447
C 3.113 -4.835 1.270
H -0.215 -4.727 1.754
H 0.208 -7.187 2.107
H 2.497 -8.073 1.901
H 4.394 -6.560 1.345
```

Computed properties:
DFT total energy   -7070.661228 hartree
LUMO level   2.0 eV
HOMO-LUMO gap   0.1734 hartree
Charge   -2
Maximum force   1.2 eV Å⁻¹

Atom charges from the natural (NBO) analysis, given in e for atoms 1 to 5:
1 Pt 0.754
2 C -0.196
3 O -0.715
4 C 0.261
5 C -0.287

---

Entry 9:
The following is a DFT calculation (ωB97M-V/def2-TZVPD) of a molecular structure, C7H5I at a distorted geometry.

```
13
Properties=species:S:1:pos:R:3
C 1.047 -0.121 -0.656
C -0.220 0.179 -1.236
C 1.188 -0.572 0.695
C -1.426 0.112 -0.506
C -0.001 -0.705 1.298
C -1.173 -0.373 0.741
C -1.111 -0.746 2.189
I -1.770 -2.729 2.833
H 2.029 0.015 -1.179
H -0.426 0.471 -2.220
H 2.155 -0.757 0.992
H -2.351 0.290 -0.891
H -1.370 0.146 3.214
```

Computed properties:
DFT total energy   -567.283676 hartree
LUMO level   0.2 eV
HOMO-LUMO gap   0.3369 hartree
Maximum force   4.5 eV Å⁻¹

Atom charges from the natural (NBO) analysis, given in e for atoms 1 to 5:
1 C -0.190
2 C -0.190
3 C -0.186
4 C -0.195
5 C -0.081